Entry 1:
{"formula": "C23H39MnN3O7P2SSi2", "method": "wB97M-V/def2-TZVPD", "elements": ["Mn", "C", "Si", "C", "C", "C", "C", "C", "C", "N", "C", "S", "H", "H", "H", "H", "H", "H", "H", "H", "H", "H", "H", "H", "O", "P", "O", "O", "O", "P", "O", "O", "O", "H", "H", "N", "C", "C", "C", "C", "C", "N", "C", "H", "H", "H", "H", "C", "Si", "C", "C", "C", "C", "C", "C", "C", "C", "H", "H", "H", "H", "H", "H", "H", "H", "H", "H", "H", "H", "H", "H", "H", "H", "H", "H", "H", "H", "H"], "coordinates": [[-0.9064, -0.3035, 0.8193], [3.4057, -2.6703, -1.6265], [2.2385, -2.4496, -3.0864], [2.5972, -0.8332, -3.9768], [2.5424, -3.8713, -4.2900], [0.4386, -2.5326, -2.5403], [-0.4106, -3.5271, -3.0089], [-1.7263, -3.6215, -2.5696], [-2.1693, -2.6819, -1.6596], [-1.3982, -1.6964, -1.2146], [-0.1265, -1.6313, -1.6179], [0.7950, -0.3532, -0.8571], [4.4213, -2.8593, -1.9843], [3.0990, -3.5182, -1.0108], [3.4218, -1.7836, -0.9952], [3.6341, -0.7972, -4.3188], [2.4232, 0.0191, -3.3207], [1.9497, -0.7228, -4.8493], [3.5861, -3.8657, -4.6104], [1.9231, -3.7878, -5.1848], [2.3458, -4.8414, -3.8308], [-0.0421, -4.2584, -3.7195], [-2.3810, -4.4126, -2.9060], [-3.1732, -2.7199, -1.2504], [-3.4396, -0.1361, 0.3911], [-3.5338, -0.5946, 1.9558], [-4.8225, -0.2551, 2.5609], [-2.1942, -0.0213, 2.4341], [-3.3240, -2.1769, 1.8553], [-1.9501, -3.0266, 2.1637], [-1.8020, -2.7948, 3.7527], [-2.1823, -4.4429, 1.8759], [-0.8254, -2.2784, 1.4748], [-4.1827, -0.4466, -0.1389], [-1.7894, -1.8453, 3.9463], [0.1552, -1.2744, 7.2193], [0.5488, -1.3257, 6.1406], [1.0728, -1.3753, 4.8098], [2.0507, -2.3024, 4.4586], [2.5196, -2.2944, 3.1600], [1.9904, -1.3743, 2.2651], [1.0602, -0.4834, 2.5993], [0.6004, -0.4897, 3.8441], [2.4200, -3.0104, 5.1877], [3.2677, -2.9999, 2.8282], [2.2953, -1.3665, 1.2255], [-0.1804, 0.2246, 4.0816], [-2.4192, 2.9328, 1.2193], [-0.9096, 2.2700, 0.2804], [0.6590, 3.1650, 0.9869], [0.7083, 4.6203, 0.4951], [1.9689, 2.4771, 0.6081], [0.5567, 3.2047, 2.5171], [-1.1982, 2.6717, -1.5865], [0.0812, 2.7921, -2.4183], [-1.9774, 3.9943, -1.7176], [-2.0678, 1.5607, -2.1915], [-2.4165, 4.0285, 1.2206], [-2.4447, 2.5779, 2.2473], [-3.3429, 2.5981, 0.7455], [0.8509, 4.6934, -0.5841], [1.5509, 5.1346, 0.9720], [-0.1982, 5.1728, 0.7555], [2.1276, 2.4564, -0.4722], [2.0043, 1.4508, 0.9760], [2.8101, 3.0175, 1.0595], [-0.3628, 3.6829, 2.8587], [1.3985, 3.7763, 2.9251], [0.6010, 2.2026, 2.9419], [0.6918, 3.6470, -2.1205], [-0.1919, 2.9418, -3.4691], [0.6957, 1.8919, -2.3573], [-1.4494, 4.8429, -1.2770], [-2.9639, 3.9353, -1.2553], [-2.1262, 4.2170, -2.7804], [-1.5695, 0.5898, -2.1628], [-2.2912, 1.8007, -3.2372], [-3.0180, 1.4632, -1.6610]], "mulliken_charge": [1.698, -0.964, 0.390, -0.913, -1.192, -0.251, 0.010, -1.347, -0.273, 0.230, 0.561, -0.692, 0.396, 0.336, 0.184, 0.362, 0.178, 0.297, 0.308, 0.313, 0.321, 0.349, 0.396, 0.300, -0.458, 0.713, -0.843, -0.622, -0.298, 0.275, -0.579, -0.805, -0.214, 0.273, 0.365, -0.575, -0.120, 0.216, -0.327, -0.872, -0.278, 0.119, -0.379, 0.496, 0.440, 0.316, 0.753, -1.401, -0.118, 2.809, -1.952, -1.563, -1.750, 2.691, -1.582, -1.925, -1.777, 0.368, 0.328, 0.263, 0.328, 0.539, 0.307, 0.264, 0.013, 0.576, 0.294, 0.544, 0.077, 0.271, 0.565, 0.003, 0.299, 0.334, 0.535, 0.256, 0.601, 0.207], "charge": -1, "e_above_lowest_kj_mol": 64.0, "e_tot_ha": -4402.16442, "homo_energy_ev": [-5.55, -5.02], "spin_multiplicity": 5}


Entry 2:
{"formula": "C63H155N13O5", "method": "wB97M-V/def2-TZVPD", "elements": ["C", "C", "N", "C", "C", "C", "C", "H", "H", "H", "H", "H", "H", "H", "H", "H", "H", "H", "H", "H", "H", "H", "C", "C", "N", "C", "C", "C", "C", "H", "H", "H", "H", "H", "H", "H", "H", "H", "H", "H", "H", "H", "H", "H", "C", "C", "N", "C", "C", "C", "C", "H", "H", "H", "H", "H", "H", "H", "H", "H", "H", "H", "H", "H", "H", "H", "C", "C", "N", "C", "C", "C", "C", "H", "H", "H", "H", "H", "H", "H", "H", "H", "H", "H", "H", "H", "H", "H", "C", "C", "N", "C", "C", "C", "C", "H", "H", "H", "H", "H", "H", "H", "H", "H", "H", "H", "H", "H", "H", "H", "C", "C", "N", "C", "C", "C", "C", "H", "H", "H", "H", "H", "H", "H", "H", "H", "H", "H", "H", "H", "H", "H", "C", "C", "N", "C", "C", "C", "C", "H", "H", "H", "H", "H", "H", "H", "H", "H", "H", "H", "H", "H", "H", "H", "C", "C", "N", "C", "C", "C", "C", "H", "H", "H", "H", "H", "H", "H", "H", "H", "H", "H", "H", "H", "H", "H", "C", "O", "N", "C", "C", "H", "H", "H", "H", "H", "H", "H", "C", "O", "N", "C", "C", "H", "H", "H", "H", "H", "H", "H", "C", "O", "N", "C", "C", "H", "H", "H", "H", "H", "H", "H", "C", "O", "N", "C", "C", "H", "H", "H", "H", "H", "H", "H", "C", "O", "N", "C", "C", "H", "H", "H", "H", "H", "H", "H"], "coordinates": [[0.1440, 1.7116, -4.1091], [-0.8394, 0.7071, -4.8022], [-2.1155, 0.6763, -4.0887], [-2.9088, -0.4131, -4.6000], [-2.3603, -1.7042, -3.9561], [-2.8668, 1.9167, -4.2442], [-3.6035, 2.4798, -2.9809], [1.1112, 1.5720, -4.5919], [0.2226, 1.4818, -3.0466], [-0.2272, 2.7364, -4.1229], [-1.0023, 1.1325, -5.7924], [-0.4235, -0.2795, -5.0066], [-3.9724, -0.2720, -4.4078], [-2.8413, -0.4711, -5.6864], [-3.0176, -2.5243, -4.2452], [-1.3704, -2.0078, -4.2966], [-2.3097, -1.5607, -2.8767], [-3.5937, 1.8252, -5.0513], [-2.2042, 2.7202, -4.5659], [-3.9374, 3.4931, -3.2042], [-2.8897, 2.5033, -2.1574], [-4.4137, 1.8065, -2.7008], [0.9649, 1.4181, 8.4098], [0.0710, 0.8448, 7.2994], [-1.0613, 1.7109, 6.9636], [-2.0852, 0.9511, 6.2493], [-1.7247, 0.6101, 4.7361], [-0.7034, 3.0353, 6.3209], [-1.9220, 3.9408, 6.1451], [1.5625, 2.2785, 8.1089], [1.5967, 0.6257, 8.8112], [0.3890, 1.7594, 9.2700], [0.6195, 0.6570, 6.3764], [-0.2825, -0.1231, 7.6547], [-2.3726, 0.0450, 6.7827], [-2.9675, 1.5909, 6.2320], [-0.9213, -0.1265, 4.7323], [-2.6063, 0.2461, 4.2084], [-1.3260, 1.4188, 4.1237], [-0.1970, 2.8361, 5.3764], [0.0393, 3.5652, 6.9174], [-2.5727, 3.6021, 5.3388], [-1.5911, 4.9494, 5.8977], [-2.4176, 4.0553, 7.1091], [-2.0998, -6.0821, 3.8106], [-2.8640, -4.8592, 4.2350], [-2.0762, -3.6421, 4.0081], [-1.9645, -3.3544, 2.5614], [-3.2740, -3.1759, 1.8497], [-0.7449, -3.5596, 4.6605], [-0.9582, -3.5066, 6.2025], [-1.3153, -6.3336, 4.5243], [-1.7471, -6.0645, 2.7794], [-2.8162, -6.9035, 3.8263], [-3.8359, -4.7554, 3.7527], [-3.0793, -4.9632, 5.2985], [-1.3293, -2.5070, 2.3036], [-1.4242, -4.1521, 2.0517], [-3.8883, -4.0762, 1.8626], [-3.8859, -2.3907, 2.2937], [-3.1875, -2.8774, 0.8049], [-0.2054, -2.6723, 4.3292], [-0.0689, -4.3665, 4.3775], [-1.5913, -2.6900, 6.5497], [-0.0606, -3.4465, 6.8181], [-1.3639, -4.4528, 6.5604], [1.1487, 3.9832, -1.4058], [-0.3207, 4.4035, -1.1788], [-0.4645, 5.8663, -0.9888], [0.2650, 6.6110, -2.0018], [-0.2206, 6.5926, -3.4445], [-1.8680, 6.2048, -0.7911], [-1.9019, 7.6986, -0.2862], [1.8411, 4.5621, -0.7947], [1.5346, 4.1125, -2.4169], [1.2622, 2.9195, -1.1964], [-0.8524, 3.9931, -2.0372], [-0.6638, 3.9701, -0.2393], [1.3079, 6.2954, -1.9711], [0.2934, 7.6578, -1.6993], [-1.0843, 7.2367, -3.6094], [-0.5661, 5.5882, -3.6892], [0.5626, 6.8783, -4.1466], [-2.4867, 6.1350, -1.6859], [-2.3243, 5.5575, -0.0422], [-1.8799, 8.4270, -1.0967], [-2.7606, 7.8307, 0.3720], [-0.9935, 7.8850, 0.2867], [-4.5488, -5.8095, -0.5015], [-3.7459, -6.0940, -1.7798], [-2.2665, -5.8919, -1.6833], [-1.6838, -5.9705, -3.0749], [-2.0546, -7.2938, -3.8086], [-1.8509, -4.6607, -1.0127], [-0.3905, -4.3203, -0.9413], [-4.0991, -6.3111, 0.3553], [-5.5477, -6.2348, -0.5986], [-4.6580, -4.7453, -0.2925], [-3.8974, -7.1480, -2.0128], [-4.1644, -5.5864, -2.6488], [-2.0263, -5.1050, -3.6421], [-0.5970, -5.8889, -3.0537], [-3.0428, -7.1831, -4.2550], [-1.4021, -7.4882, -4.6599], [-1.9992, -8.1720, -3.1653], [-2.0427, -4.8469, 0.0440], [-2.4768, -3.8034, -1.2604], [0.2791, -5.1549, -0.7340], [-0.1202, -3.5671, -0.2012], [-0.0655, -3.9386, -1.9092], [2.5177, -3.8913, -4.0901], [1.1423, -3.8365, -4.8366], [1.2246, -4.5044, -6.1390], [0.2207, -3.9870, -7.0996], [-1.2592, -4.2740, -6.7388], [1.2961, -5.9455, -5.9751], [1.5789, -6.6718, -7.3064], [2.4852, -3.6201, -3.0349], [3.2844, -3.3356, -4.6300], [2.9316, -4.8996, -4.1005], [0.3933, -4.3296, -4.2169], [0.8902, -2.7792, -4.9185], [0.4812, -2.9286, -7.1029], [0.4154, -4.3937, -8.0919], [-1.5372, -3.8260, -5.7848], [-1.9082, -3.7170, -7.4146], [-1.5849, -5.3106, -6.8248], [0.3901, -6.3391, -5.5141], [2.1322, -6.1544, -5.3077], [2.5102, -6.3880, -7.7966], [0.7011, -6.7092, -7.9514], [1.7932, -7.6877, -6.9748], [-3.5344, 3.3068, 2.2283], [-3.5670, 4.7463, 2.7008], [-4.9209, 5.2149, 2.6385], [-5.0776, 6.3789, 3.5505], [-4.9740, 6.0329, 5.0649], [-5.3358, 5.5979, 1.2817], [-6.7803, 5.8478, 1.1129], [-4.3788, 2.7641, 2.6532], [-2.5932, 2.7703, 2.3489], [-3.7648, 3.2548, 1.1642], [-3.1329, 4.6046, 3.6905], [-2.9239, 5.5202, 2.2818], [-4.3333, 7.1421, 3.3234], [-6.0766, 6.8022, 3.4465], [-4.0095, 5.6360, 5.3815], [-5.3203, 6.8823, 5.6538], [-5.7193, 5.2717, 5.2955], [-5.1533, 4.8198, 0.5405], [-4.8180, 6.4835, 0.9131], [-7.0459, 6.0401, 0.0734], [-7.1700, 6.6773, 1.7029], [-7.3583, 4.9583, 1.3631], [2.7263, -1.3403, -0.8794], [2.5000, -0.5719, 0.4077], [1.0863, -0.6417, 0.8023], [1.0292, -0.2540, 2.2056], [1.4284, 1.1897, 2.4328], [0.1590, 0.0568, -0.1271], [-1.2889, -0.0010, 0.2954], [2.1269, -1.0120, -1.7286], [2.4889, -2.4040, -0.8942], [3.7738, -1.2166, -1.1545], [3.2728, -0.9378, 1.0837], [2.7537, 0.4740, 0.2353], [1.7630, -0.8337, 2.7655], [0.0956, -0.5358, 2.6927], [1.3772, 1.3509, 3.5096], [0.6020, 1.7976, 2.0645], [2.4453, 1.4284, 2.1215], [0.4081, 1.1059, -0.2864], [0.2091, -0.3676, -1.1299], [-1.9432, 0.3285, -0.5116], [-1.6434, -0.9755, 0.6313], [-1.3896, 0.5567, 1.2265], [3.5698, 0.0161, -5.0660], [2.6475, -0.6099, -4.6307], [4.2267, 1.0075, -4.4783], [5.3101, 1.7242, -5.0887], [3.8874, 1.4056, -3.1429], [3.9158, -0.1411, -6.0993], [6.0851, 1.9872, -4.3688], [4.9781, 2.7416, -5.2956], [5.7061, 1.2646, -5.9943], [4.6918, 1.0290, -2.5111], [3.8472, 2.4854, -3.0000], [2.9776, 0.9247, -2.7834], [1.8768, 4.7311, 3.9589], [2.4156, 5.2172, 4.9398], [0.9564, 5.3687, 3.2490], [0.6726, 4.8973, 1.8818], [0.3713, 6.6409, 3.6553], [1.9887, 3.6852, 3.6339], [-0.4006, 4.9731, 1.7067], [1.0285, 3.9216, 1.5511], [1.1312, 5.5865, 1.1728], [0.6237, 6.8997, 4.6836], [0.7647, 7.5044, 3.1189], [-0.7170, 6.6142, 3.6008], [3.0092, -5.7917, 3.4168], [3.6941, -6.2412, 4.3284], [2.5167, -4.5163, 3.4041], [2.9602, -3.6407, 4.4965], [1.7549, -3.9759, 2.2640], [2.7021, -6.3436, 2.5150], [3.1426, -2.6567, 4.0645], [3.8376, -3.9194, 5.0801], [2.1963, -3.3249, 5.2070], [1.3680, -4.7272, 1.5755], [0.9200, -3.3916, 2.6506], [2.3131, -3.2596, 1.6613], [6.8645, -2.0765, -5.1401], [6.9008, -0.8524, -4.9510], [6.3975, -2.9691, -4.1991], [5.7569, -2.4344, -2.9975], [6.2793, -4.3742, -4.5048], [7.2501, -2.5506, -6.0559], [5.9418, -1.3856, -2.7653], [6.0987, -2.9275, -2.0874], [4.6904, -2.6592, -3.0137], [5.2502, -4.5658, -4.8088], [6.9699, -4.6084, -5.3150], [6.5787, -4.9780, -3.6482], [4.7108, 3.3412, 0.7843], [4.0940, 3.0521, -0.2768], [5.5498, 2.4791, 1.3923], [5.8511, 1.1773, 0.9189], [6.0494, 2.7727, 2.7497], [4.5217, 4.2937, 1.3031], [5.4986, 0.4770, 1.6762], [6.9298, 1.0506, 0.8270], [5.4846, 0.8853, -0.0652], [5.6888, 2.0120, 3.4422], [7.1337, 2.7993, 2.8585], [5.7293, 3.7520, 3.1055]], "mulliken_charge": [-0.076, -1.147, 1.085, -1.242, -0.096, -1.005, -1.140, 0.102, -0.188, 0.252, 0.341, 0.228, 0.589, 0.396, 0.517, -0.317, 0.024, 0.426, 0.433, 0.470, -0.027, 0.452, -1.599, 0.022, 0.138, -1.465, 0.478, 0.048, -1.175, 0.318, 0.501, 0.331, 0.148, 0.270, 0.430, 0.363, -0.204, 0.562, -0.322, -0.202, 0.502, 0.112, 0.561, 0.233, -0.914, -0.647, 0.390, 1.276, -1.286, 0.654, -1.753, 0.301, 0.108, 0.426, 0.469, 0.410, -1.193, -0.160, 0.326, 0.252, 0.383, -0.234, 0.280, 0.267, 0.401, 0.418, -1.522, -0.357, 0.820, -0.865, -1.072, 0.107, -1.584, 0.710, 0.623, -0.423, 0.290, 0.231, 0.531, 0.567, 0.310, 0.054, 0.374, 0.314, -0.146, 0.374, 0.385, 0.333, -1.210, -0.415, 0.069, 0.136, -1.787, 0.366, -0.125, 0.241, 0.518, 0.207, 0.413, 0.345, 0.094, 0.274, 0.364, 0.415, 0.368, -0.276, 0.177, 0.370, -0.087, -0.426, -1.193, 1.635, 0.228, -0.666, -0.680, 0.533, -1.651, -0.082, 0.215, 0.419, -0.669, -0.778, 0.334, 0.391, -0.047, 0.440, 0.241, -0.410, 0.358, 0.302, 0.375, 0.523, -1.188, 1.086, 0.085, -0.146, -1.251, 0.356, -1.609, 0.474, 0.055, 0.258, -1.094, 0.098, 0.227, 0.310, 0.155, 0.472, 0.332, 0.152, -0.088, 0.439, 0.374, 0.359, -0.605, -0.353, 1.642, -0.176, -0.269, 1.318, -0.922, 0.037, -0.010, 0.281, 0.669, -0.240, 0.212, -0.662, 0.513, -0.374, -0.016, -1.211, 0.339, 0.477, -0.235, -0.265, -0.436, -0.317, 0.830, -1.073, -0.554, 0.262, 0.303, 0.377, 0.344, 0.368, 0.399, -0.463, 0.275, -0.623, 0.396, 0.403, -1.035, 0.271, -0.562, -0.454, 0.372, 0.355, 0.360, 0.204, -0.077, -0.483, 0.900, -1.664, -1.152, 0.233, 0.555, 0.402, 0.167, -0.032, -0.461, 0.960, -0.103, -0.502, 0.543, -0.965, -0.886, 0.296, 0.070, 0.570, 0.022, 0.280, 0.361, 0.262, -0.563, -0.433, 1.650, -1.360, -1.728, 0.134, 0.521, 0.603, -0.565, 0.688, 0.451, 0.093], "charge": -1, "e_tot_ha": -3581.18130, "homo_energy_ev": [0.44, -6.25], "spin_multiplicity": 2}